1.
Computed, not measured: a structure of composition C23H18Br2N3O5OsSSi, with ωB97M-V/def2-TZVPD.

The geometry in XYZ format:
```
54
Properties=species:S:1:pos:R:3:forces:R:3:mulliken_charge:R:1
Os 0.2691 0.0843 1.1098 1.8 -0.2 0.0 0.960
O 5.7357 2.2383 2.7831 0.9 0.4 0.2 -0.442
C 4.6675 1.7395 2.7870 -1.0 -0.5 -0.1 0.435
C 4.3378 0.2450 2.4839 0.0 0.6 0.3 0.078
O 5.0635 -0.6877 2.6208 0.5 -0.6 -0.1 -0.493
C 2.9205 0.2639 2.0719 0.5 1.3 -0.2 0.749
C 2.3463 1.5358 2.3144 1.0 -1.0 -0.5 0.880
O 1.1410 1.7276 1.9873 -1.7 -0.4 0.0 -0.873
C 3.2996 2.4656 2.9400 0.5 -0.5 0.1 -0.001
O 3.0944 3.4969 3.4944 -0.2 0.7 0.2 -0.494
O 2.2350 -0.6701 1.5567 -2.0 -0.2 0.0 -0.811
C -3.0850 0.2871 -3.2888 0.0 0.0 0.1 -0.947
Si -2.1233 1.8712 -3.5028 0.0 0.1 -0.1 0.160
C -1.7050 2.0948 -5.3061 0.0 0.1 0.0 -1.138
C -2.9854 3.3665 -2.8112 0.0 0.0 0.0 -1.027
C -0.4581 1.6496 -2.6049 -0.1 -0.1 0.1 0.148
C 0.7585 1.8586 -3.2497 0.3 -0.1 0.0 0.050
C 1.9833 1.5686 -2.6429 -0.1 0.1 -0.1 -1.081
C 1.9802 1.0264 -1.3767 0.0 -0.1 0.0 -0.105
N 0.8218 0.8440 -0.7353 0.4 0.0 0.0 -0.327
C -0.3423 1.1821 -1.2973 -0.2 0.5 -0.1 0.211
S -1.5621 0.9370 -0.0560 -0.4 -0.1 0.1 -0.454
H -4.0952 0.4005 -3.6879 0.0 0.0 0.0 0.372
H -3.1759 -0.0138 -2.2429 0.0 0.0 -0.1 0.294
H -2.6032 -0.5217 -3.8430 0.0 0.0 0.0 0.295
H -2.6204 2.1057 -5.9012 0.0 0.0 0.0 0.340
H -1.0805 1.2800 -5.6788 0.0 0.0 0.0 0.347
H -1.1868 3.0368 -5.4979 0.0 0.0 0.0 0.345
H -3.9059 3.5697 -3.3617 0.0 0.0 0.0 0.351
H -2.3444 4.2461 -2.8983 0.0 0.0 0.0 0.361
H -3.2436 3.2391 -1.7582 0.0 0.0 0.0 0.326
H 0.7629 2.2498 -4.2596 0.0 0.0 0.0 0.427
H 2.9188 1.7436 -3.1539 0.0 0.0 0.0 0.430
H 2.8834 0.7227 -0.8639 0.0 0.0 0.0 0.543
Br -1.2741 -3.2579 6.7114 0.0 0.0 0.0 -0.092
C -0.8766 -2.2689 5.1760 0.0 0.0 0.1 -0.088
C -0.7445 -0.8905 5.2426 0.0 0.0 0.0 -0.759
C -0.4465 -0.2046 4.0823 0.0 0.1 0.1 -0.213
N -0.2951 -0.8193 2.9055 -0.4 0.1 -0.1 0.161
C -0.4393 -2.1572 2.8360 0.0 -0.2 0.0 0.864
C -0.7237 -2.9142 3.9590 0.1 0.0 -0.2 -0.679
C -0.3548 -2.7172 1.4693 -0.1 -0.1 -0.1 0.683
C -0.3944 -4.0719 1.1956 0.0 0.1 0.0 -0.690
C -0.4158 -4.4855 -0.1271 0.0 0.0 0.0 -0.122
Br -0.4524 -6.3072 -0.5325 0.0 0.0 0.0 -0.095
C -0.4191 -3.5401 -1.1426 0.0 -0.1 0.1 -0.802
C -0.3452 -2.2092 -0.7952 0.0 0.1 0.0 -0.031
N -0.2907 -1.8002 0.4776 0.3 -0.2 0.4 0.138
H -0.8750 -0.3573 6.1726 0.0 0.0 0.0 0.455
H -0.3210 0.8702 4.0797 0.0 0.0 0.0 0.576
H -0.8359 -3.9857 3.8991 0.0 0.0 0.0 0.474
H -0.3988 -4.8009 1.9909 0.0 0.0 0.0 0.466
H -0.4667 -3.8308 -2.1813 0.0 0.0 0.0 0.477
H -0.3325 -1.4347 -1.5493 0.1 0.0 0.0 0.364
```
Forces are in eV/Å.

M (g/mol): 826.6
Gap between HOMO and LUMO (spin up / spin down) (eV): 4.47 / 5.49
Total energy (eV): -200110.610
E_LUMO (spin up / spin down) (eV): -6.15 / -5.78
Total charge: +1
Spin multiplicity: 1

***

2.
Computed, not measured: a structure of composition C23H18BrN3O4S3Ti, with ωB97M-V/def2-TZVPD.

The geometry in XYZ format:
```
53
Properties=species:S:1:pos:R:3:forces:R:3:lowdin_spin:R:1
Ti 0.6553 -1.8755 0.2539 1.2 0.2 0.5 0.968
O 4.2413 2.3065 0.4720 -0.2 0.0 0.0 0.001
C 5.0043 1.2265 0.1725 0.0 0.0 0.0 0.000
C 6.3477 1.4299 -0.1288 0.0 0.0 0.0 0.000
C 7.1600 0.3497 -0.4453 0.0 0.0 0.0 0.000
C 6.6348 -0.9355 -0.4730 0.0 0.0 0.0 0.000
C 5.2932 -1.1334 -0.1661 0.0 0.0 0.0 0.000
C 4.4696 -0.0693 0.1681 0.0 -0.1 0.0 0.000
C 3.0291 -0.3289 0.5878 0.0 0.2 -0.1 0.005
O 2.6050 -1.5958 0.3097 -0.5 0.0 0.0 0.003
N 2.1759 0.6751 -0.0771 0.1 0.0 -0.1 0.018
N 0.8250 0.3866 0.3203 -0.3 -0.2 -0.2 0.194
C 0.0558 1.4371 0.1029 0.1 0.1 0.0 0.104
C -1.3081 1.6360 0.3197 0.0 -0.2 0.0 0.096
Br -2.2379 0.2040 1.1653 0.1 0.0 0.0 0.014
C -1.9161 2.8550 0.0031 0.0 0.1 0.0 0.220
C -3.2458 3.3531 0.0417 0.0 0.0 0.0 0.048
C -3.4518 4.7281 -0.2671 0.0 0.0 0.0 0.079
C -4.7023 5.3076 -0.2696 0.0 0.0 0.0 0.004
C -5.8401 4.5563 0.0327 0.0 0.0 0.0 0.113
C -5.6700 3.2051 0.3295 0.1 0.0 0.0 0.002
C -4.4214 2.6107 0.3365 -0.1 0.0 0.0 0.086
H 3.2963 2.0073 0.3695 0.1 0.0 0.0 0.000
H 6.7331 2.4422 -0.1174 0.0 0.0 0.0 0.000
H 8.2065 0.5162 -0.6766 0.0 0.0 0.0 0.000
H 7.2650 -1.7795 -0.7265 0.0 0.0 0.0 0.000
H 4.8464 -2.1201 -0.1657 0.0 0.0 0.0 0.000
H 2.9446 -0.1064 1.6645 0.0 0.0 0.0 0.000
H 2.2435 0.4526 -1.0745 0.0 0.0 0.0 0.005
H 0.5632 2.3098 -0.3102 0.0 0.0 0.0 0.003
H -1.1881 3.5772 -0.3609 0.0 0.0 0.0 0.008
H -2.5842 5.3348 -0.5051 0.0 0.0 0.0 0.003
H -4.7991 6.3612 -0.5099 0.0 0.0 0.0 -0.003
H -6.8242 5.0077 0.0330 0.0 0.0 0.0 0.009
H -6.5378 2.5945 0.5571 0.0 0.0 0.0 -0.003
H -4.3475 1.5576 0.5614 0.0 0.1 0.0 0.004
S 1.1149 -4.5735 4.0637 0.1 -0.1 0.2 0.003
C 0.9122 -3.6505 2.6950 -0.2 -0.1 -0.2 0.007
S 0.3558 -2.0040 2.7448 -0.1 0.1 -0.3 -0.007
S 1.1765 -4.2570 1.0938 0.0 0.2 -0.1 -0.003
O -0.9349 -2.2685 -3.5701 0.0 0.0 -0.1 0.001
C -0.6982 -2.2569 -2.3726 0.2 0.2 -0.2 0.002
O 0.3054 -1.7246 -1.7761 -0.1 -0.1 0.2 0.006
C -1.6629 -2.9359 -1.4311 -0.1 -0.2 0.2 0.003
C -2.7334 -3.6971 -1.8753 0.0 0.1 -0.1 0.000
C -3.5442 -4.2969 -0.9351 -0.1 -0.1 0.0 0.003
C -3.2571 -4.1321 0.4126 -0.1 0.0 -0.1 0.000
C -2.1582 -3.3798 0.7685 0.1 0.1 0.1 0.003
N -1.3779 -2.7893 -0.1428 -0.3 -0.2 0.2 0.002
H -2.8933 -3.7861 -2.9401 0.0 0.0 0.0 0.000
H -4.3940 -4.8969 -1.2400 0.0 0.0 0.0 0.000
H -3.8667 -4.5955 1.1757 0.0 0.0 0.0 0.000
H -1.8652 -3.2395 1.8016 0.1 0.0 0.0 0.000
```
Forces are in eV/Å.

M (g/mol): 624.4
Gap between HOMO and LUMO (spin up / spin down) (eV): 5.08 / 6.38
Total energy (eV): -162472.116
E_LUMO (spin up / spin down) (eV): 4.39 / 4.39
Total charge: -2
Spin multiplicity: 3
⟨S²⟩: 2.039

***

3.
Computed, not measured: a structure of composition C23H18CaN6O6, with ωB97M-V/def2-TZVPD.

The geometry in XYZ format:
```
54
Properties=species:S:1:pos:R:3:forces:R:3:mulliken_charge:R:1
Ca -0.0177 0.1686 -0.3813 -0.8 2.1 -0.6 2.059
N 0.9815 3.4470 -1.4515 0.0 0.0 0.1 -0.042
C 1.3359 3.0974 -0.1576 0.1 0.0 0.2 0.590
C 1.6935 4.1249 0.7266 0.0 0.0 0.0 -0.737
C 2.0122 3.7978 2.0263 0.0 0.0 -0.2 -0.367
C 2.0063 2.4617 2.4172 0.0 0.0 0.0 -0.972
C 1.6967 1.5164 1.4639 0.2 0.1 0.3 -0.195
N 1.3537 1.8235 0.2094 0.9 1.4 0.2 -0.197
C 0.4904 2.7103 -2.5204 -0.1 -0.2 -0.2 0.522
C 0.3902 3.3725 -3.7531 0.0 0.0 0.0 -0.924
C -0.1228 2.6980 -4.8371 0.0 0.0 0.1 -0.291
C -0.5233 1.3751 -4.6815 0.0 0.0 0.0 -0.838
C -0.3833 0.7990 -3.4370 0.0 0.1 -0.3 -0.392
N 0.1126 1.4424 -2.3706 0.1 0.7 -0.5 -0.232
H 1.0855 4.4261 -1.6495 0.0 0.1 0.0 0.155
H 1.7042 5.1543 0.3913 0.0 0.0 0.0 0.352
H 2.2648 4.5779 2.7320 0.0 0.0 0.0 0.419
H 2.2336 2.1712 3.4324 0.1 0.0 0.0 0.432
H 1.7220 0.4553 1.6896 -0.1 0.0 0.1 0.407
H 0.7137 4.4020 -3.8427 0.0 0.0 0.0 0.369
H -0.2095 3.1946 -5.7943 0.0 0.0 0.0 0.403
H -0.9375 0.8127 -5.5054 0.0 0.0 0.0 0.419
H -0.6840 -0.2262 -3.2635 0.0 0.0 0.0 0.534
O -0.6641 -1.4932 -1.4327 0.2 -2.0 -1.1 -0.569
N 0.2448 -2.3905 -1.5654 -0.2 -0.4 -0.3 -0.451
N 1.4048 -2.0732 -1.1483 0.1 -0.3 -0.1 0.941
O 1.7075 -0.9231 -0.5995 1.7 -1.5 -0.5 -0.950
C 2.4603 -3.0276 -1.3371 0.3 -0.3 -0.1 0.304
C 2.2443 -4.2230 -2.0196 -0.1 0.1 0.0 -0.379
C 3.3002 -5.0968 -2.2062 0.0 0.0 0.0 -0.463
C 4.5642 -4.7898 -1.7206 0.1 0.0 0.0 -0.477
C 4.7650 -3.6066 -1.0287 0.0 -0.1 0.0 -0.521
C 3.7164 -2.7211 -0.8343 -0.2 0.1 0.0 -0.282
H 1.2587 -4.4543 -2.3914 0.0 0.0 0.0 0.435
H 3.1389 -6.0280 -2.7333 0.0 0.0 0.0 0.369
H 5.3900 -5.4703 -1.8830 0.0 0.0 0.0 0.373
H 5.7447 -3.3721 -0.6336 0.0 0.0 0.0 0.364
H 3.8535 -1.7934 -0.3001 0.0 0.0 0.0 0.403
O -1.7029 1.1326 0.6067 -1.0 0.7 0.6 -0.824
C -1.6553 0.1649 1.4065 -0.7 0.0 0.9 1.053
O -0.6762 -0.6191 1.4973 -0.5 -0.5 1.3 -0.735
C -2.8376 -0.1049 2.3059 0.1 -0.1 -0.1 0.106
C -3.4405 0.9181 3.0260 0.0 0.0 -0.1 -0.372
C -4.4898 0.6380 3.8825 -0.2 0.0 0.2 -0.481
C -4.9421 -0.6681 3.9884 0.5 0.1 -0.4 0.058
C -4.3654 -1.6988 3.2594 -0.2 0.0 0.2 -0.478
C -3.3026 -1.4111 2.4243 0.1 0.1 0.0 -0.489
N -6.0507 -0.9679 4.8941 -0.4 -0.1 0.2 0.969
O -6.5389 -0.0460 5.5226 0.1 -0.1 -0.1 -0.610
O -6.4295 -2.1224 4.9687 0.1 0.1 0.0 -0.606
H -3.0846 1.9336 2.9127 0.0 0.0 0.0 0.434
H -4.9661 1.4094 4.4689 0.0 0.0 0.0 0.468
H -4.7481 -2.7024 3.3677 0.0 0.0 0.0 0.469
H -2.8178 -2.1954 1.8589 0.0 0.0 0.0 0.467
```
Forces are in eV/Å.

M (g/mol): 514.5
Gap between HOMO and LUMO (eV): 8.21
Total energy (eV): -63805.853
E_LUMO (eV): -0.17
Spin multiplicity: 1